# C5H22O5

A cluster of 6 separate species, C5H22O5 in total in a non-equilibrium geometry (wB97M-V/def2-TZVPD, OMol25).

```
32
Properties=species:S:1:pos:R:3:forces:R:3
C -0.3074 2.4283 0.1588 0.9 0.1 -0.8
C 0.6772 1.5467 -0.6210 1.8 0.8 -2.2
C -0.0163 0.5033 -1.5629 -1.7 -1.7 1.6
C 0.7088 -0.8839 -1.7952 -4.4 0.3 -0.3
C -0.6513 0.8036 -2.9383 1.4 3.1 -0.2
H -1.2494 2.0509 -0.1300 -1.6 0.2 -0.4
H -0.2715 2.2310 1.2052 0.5 0.5 0.6
H -0.2178 3.5085 -0.0594 -0.1 -0.6 0.2
H 1.3253 2.2454 -1.2709 -0.5 -1.1 1.0
H 1.3642 0.9802 0.0580 -0.7 0.6 -0.5
H -0.9684 0.3082 -0.9319 1.4 -0.3 -0.9
H 1.3174 -1.2832 -1.0469 1.5 -0.1 0.9
H 1.0832 -0.7970 -2.8028 0.7 -0.7 -0.1
H -0.2194 -1.6179 -1.7294 2.0 1.3 -0.9
H -1.2713 1.7108 -2.8393 -0.2 -0.3 0.0
H -1.2934 0.0011 -3.2792 0.2 -0.2 -0.1
H 0.1121 1.1701 -3.7279 -1.0 -1.2 1.0
O 3.5370 -0.6495 -0.0261 3.4 -2.1 -0.4
H 3.4264 -1.3727 0.5934 0.1 -0.2 0.1
H 2.7919 -0.1625 0.1043 -3.3 2.3 0.4
O 0.9161 -1.7244 1.6310 2.7 1.1 -4.0
H 1.2209 -2.3820 2.1771 1.3 -2.5 1.9
H 0.1868 -1.4156 2.0684 -3.4 1.4 2.1
O -1.3613 -1.8375 0.1116 -2.5 0.9 -0.4
H -1.6270 -2.7330 -0.0295 0.0 -0.8 -0.1
H -0.4645 -1.8168 0.3610 1.9 -0.4 0.5
O -1.6027 0.9717 2.5248 -0.2 1.5 1.9
H -1.1248 1.7286 2.9621 -0.6 -1.2 -1.1
H -1.1731 0.7383 1.7109 0.4 0.0 -0.4
O -1.2608 -1.5171 2.9958 2.1 -0.4 1.1
H -1.5927 -0.7652 3.4556 -0.4 1.1 0.3
H -1.9942 -1.9683 2.6726 -1.9 -1.2 -1.1
```
Forces are in eV/Å.

Values from the calculation:
- structure (SMILES) = CCC(C)C.O.O.O.O.O
- charge = 0
- HOMO level (eV) = -10.16
- gap between HOMO and LUMO (eV) = 10.59
- relative energy (zero: lowest compared OMol25 entry of this formula, charge and spin) (kcal/mol) = 0.0


# C8H8

An isolated molecule of C8H8 in a non-equilibrium geometry (wB97M-V/def2-TZVPD, OMol25).

```
16
Properties=species:S:1:pos:R:3:forces:R:3
C 3.2541 -0.3494 -0.5276 -3.5 0.7 2.5
C 2.0675 -0.3138 -0.1074 4.2 0.0 -2.6
C 0.6394 -0.3291 0.1264 3.3 -1.5 -0.5
C 0.1189 -1.4338 0.5856 2.3 -3.6 -0.4
C -0.1612 0.7922 -0.0689 -2.5 3.0 0.7
C 0.4002 2.0389 0.1158 -0.1 -2.8 0.8
C -1.7426 0.4208 -0.1501 0.6 4.5 -0.4
C -2.3685 -0.6787 -0.5296 0.1 -2.4 0.6
H 4.3343 -0.1830 -0.4604 -1.0 -0.4 -0.4
H -0.8605 -1.3618 0.8464 -2.1 -0.6 1.1
H 0.6276 -2.4475 0.4713 -0.5 1.6 0.8
H -0.2495 2.8442 0.3076 -0.5 1.2 -0.3
H 1.4782 2.1070 0.4694 -1.5 -0.1 -0.9
H -2.3767 1.3690 0.0056 1.0 -1.5 0.0
H -1.6692 -1.5724 -0.6687 -1.8 1.1 -0.5
H -3.4920 -0.9027 -0.4154 2.0 0.8 -0.5
```
Forces are in eV/Å.

Values from the calculation:
- structure (SMILES) = C#CC(=C)C(=C)C=C
- charge = 0
- HOMO level (eV) = -8.60
- gap between HOMO and LUMO (eV) = 8.85
- relative energy (zero: lowest compared OMol25 entry of this formula, charge and spin) (kcal/mol) = 119.7


# C13H15N3O2S2

An isolated molecule of C13H15N3O2S2 in a non-equilibrium geometry (wB97M-V/def2-TZVPD, OMol25).

```
35
Properties=species:S:1:pos:R:3:forces:R:3
C -6.6948 -0.5981 1.4679 -0.1 0.0 0.0
C -6.8735 -0.1149 0.0425 0.5 0.4 0.1
S -5.8948 1.3967 -0.3053 -0.7 0.0 -0.1
C -4.2902 0.7684 -0.3904 0.2 -0.9 -0.1
N -3.2529 1.5224 -0.3426 -1.5 0.9 0.2
N -2.0992 0.8895 -0.4801 1.6 -0.7 -0.2
C -2.2071 -0.3840 -0.6312 -1.3 0.1 0.1
N -1.2005 -1.2838 -0.7738 0.1 -0.8 -0.1
C 0.1799 -1.0960 -0.7362 -0.2 0.1 0.0
O 0.8844 -2.0638 -0.8662 0.2 -0.1 0.0
C 0.6435 0.3202 -0.5306 0.6 0.0 0.1
C 2.1409 0.3875 -0.4196 -0.1 0.0 0.1
C 2.9250 0.7810 -1.4970 0.0 0.0 0.2
C 4.2988 0.8181 -1.3928 0.2 0.0 0.1
C 4.9283 0.4532 -0.2024 -0.2 0.0 -0.1
O 6.2891 0.5264 -0.2016 -0.2 0.1 -0.2
C 6.9799 0.1588 0.9668 0.1 -0.1 0.2
C 4.1499 0.0532 0.8776 0.3 0.0 0.1
C 2.7712 0.0234 0.7593 -0.1 0.1 -0.2
S -3.8877 -0.9503 -0.6260 0.5 0.9 0.1
H -7.3267 -1.4664 1.6411 0.0 -0.1 0.1
H -6.9728 0.1832 2.1710 0.0 0.0 0.1
H -5.6622 -0.8830 1.6564 0.0 0.0 0.1
H -6.5863 -0.8727 -0.6863 -0.2 0.0 -0.1
H -7.9029 0.1889 -0.1432 0.0 0.0 -0.1
H -1.4758 -2.2502 -0.9099 0.2 0.2 0.0
H 0.2812 0.9225 -1.3661 -0.1 0.0 0.1
H 0.1635 0.7107 0.3696 0.0 0.0 -0.1
H 2.4551 1.0631 -2.4279 -0.1 0.0 -0.1
H 4.9139 1.1245 -2.2241 0.1 0.0 -0.1
H 6.7134 0.8026 1.8117 0.0 0.0 0.0
H 6.7927 -0.8865 1.2332 0.0 0.0 0.0
H 8.0367 0.2873 0.7376 -0.1 0.0 0.1
H 4.6014 -0.2390 1.8125 0.1 0.0 0.1
H 2.1788 -0.2929 1.6058 -0.1 0.0 0.1
```
Forces are in eV/Å.

Values from the calculation:
- structure (SMILES) = CCSc1nnc(NC(=O)Cc2ccc(OC)cc2)s1
- charge = 0
- HOMO level (eV) = -8.28
- gap between HOMO and LUMO (eV) = 8.58
- relative energy (zero: lowest compared OMol25 entry of this formula, charge and spin) (kcal/mol) = 38.0


Repeat the first record exactly.
# C5H22O5

A cluster of 6 separate species, C5H22O5 in total in a non-equilibrium geometry (wB97M-V/def2-TZVPD, OMol25).

```
32
Properties=species:S:1:pos:R:3:forces:R:3
C -0.3074 2.4283 0.1588 0.9 0.1 -0.8
C 0.6772 1.5467 -0.6210 1.8 0.8 -2.2
C -0.0163 0.5033 -1.5629 -1.7 -1.7 1.6
C 0.7088 -0.8839 -1.7952 -4.4 0.3 -0.3
C -0.6513 0.8036 -2.9383 1.4 3.1 -0.2
H -1.2494 2.0509 -0.1300 -1.6 0.2 -0.4
H -0.2715 2.2310 1.2052 0.5 0.5 0.6
H -0.2178 3.5085 -0.0594 -0.1 -0.6 0.2
H 1.3253 2.2454 -1.2709 -0.5 -1.1 1.0
H 1.3642 0.9802 0.0580 -0.7 0.6 -0.5
H -0.9684 0.3082 -0.9319 1.4 -0.3 -0.9
H 1.3174 -1.2832 -1.0469 1.5 -0.1 0.9
H 1.0832 -0.7970 -2.8028 0.7 -0.7 -0.1
H -0.2194 -1.6179 -1.7294 2.0 1.3 -0.9
H -1.2713 1.7108 -2.8393 -0.2 -0.3 0.0
H -1.2934 0.0011 -3.2792 0.2 -0.2 -0.1
H 0.1121 1.1701 -3.7279 -1.0 -1.2 1.0
O 3.5370 -0.6495 -0.0261 3.4 -2.1 -0.4
H 3.4264 -1.3727 0.5934 0.1 -0.2 0.1
H 2.7919 -0.1625 0.1043 -3.3 2.3 0.4
O 0.9161 -1.7244 1.6310 2.7 1.1 -4.0
H 1.2209 -2.3820 2.1771 1.3 -2.5 1.9
H 0.1868 -1.4156 2.0684 -3.4 1.4 2.1
O -1.3613 -1.8375 0.1116 -2.5 0.9 -0.4
H -1.6270 -2.7330 -0.0295 0.0 -0.8 -0.1
H -0.4645 -1.8168 0.3610 1.9 -0.4 0.5
O -1.6027 0.9717 2.5248 -0.2 1.5 1.9
H -1.1248 1.7286 2.9621 -0.6 -1.2 -1.1
H -1.1731 0.7383 1.7109 0.4 0.0 -0.4
O -1.2608 -1.5171 2.9958 2.1 -0.4 1.1
H -1.5927 -0.7652 3.4556 -0.4 1.1 0.3
H -1.9942 -1.9683 2.6726 -1.9 -1.2 -1.1
```
Forces are in eV/Å.

Values from the calculation:
- structure (SMILES) = CCC(C)C.O.O.O.O.O
- charge = 0
- HOMO level (eV) = -10.16
- gap between HOMO and LUMO (eV) = 10.59
- relative energy (zero: lowest compared OMol25 entry of this formula, charge and spin) (kcal/mol) = 0.0


Question: Which formula does entry 1 have?
Answer: C5H22O5